No. 1
Computed, not measured: C5H13NSi as an isolated structure, with ωB97M-V with the def2-TZVPD basis set.

```
20
Properties=species:S:1:pos:R:3
C -1.586 1.025 1.642
C -2.132 0.648 0.331
C 0.059 -1.907 -0.065
C 2.403 0.235 0.684
C 0.425 0.278 -2.189
N -0.865 1.313 0.465
Si 0.771 -0.148 -0.338
H -1.791 2.033 2.219
H -1.277 0.250 2.375
H -2.140 -0.496 0.103
H -2.976 1.112 -0.193
H 0.034 -2.354 -1.072
H 0.524 -2.654 0.610
H -0.898 -1.908 0.354
H 3.357 0.222 0.127
H 2.531 1.357 0.914
H 2.571 -0.224 1.623
H -0.264 1.140 -2.149
H 1.283 0.593 -2.720
H -0.029 -0.516 -2.723
```

Charge ... 0
Energy relative to the best compared isomer or geometry (same formula, charge and spin) ... 72.3 kcal per mole
Molar mass ... 115.25 g/mol
Frontier orbital gap ... 0.32358 Eh


No. 2
Computed, not measured: C58H60Ge2N3O3S8V as an isolated structure, with ωB97M-V with the def2-TZVPD basis set.

```
135
Properties=species:S:1:pos:R:3
V -3.842 -0.160 -1.054
C 6.714 -1.702 -0.672
C 5.747 -1.240 0.386
C 5.091 -2.147 1.204
C 4.169 -1.737 2.163
C 3.444 -2.761 2.993
C 3.901 -0.375 2.302
C 4.575 0.560 1.510
C 4.371 2.034 1.735
C 5.479 0.113 0.556
C 3.057 0.153 3.417
C 3.749 0.351 4.614
C 3.149 0.978 5.689
C 1.855 1.449 5.547
C 1.135 1.242 4.373
C 1.713 0.539 3.292
Ge 0.517 -0.062 1.787
S -1.284 -0.878 2.550
S 0.354 1.532 0.145
Ge 0.282 -0.271 -1.207
S -1.706 -0.931 -1.735
S 1.418 -1.519 0.295
C 1.297 -0.162 -2.930
C 1.685 -1.337 -3.606
C 2.407 -1.255 -4.794
C 2.755 -0.032 -5.340
C 2.326 1.126 -4.717
C 1.580 1.071 -3.542
C 1.045 2.360 -3.007
C 1.835 3.161 -2.186
C 3.218 2.726 -1.795
C 1.291 4.319 -1.640
C -0.016 4.695 -1.904
C -0.623 5.913 -1.260
C -0.771 3.914 -2.773
C -0.260 2.756 -3.345
C -1.102 1.968 -4.314
C 1.290 -2.710 -3.159
C 2.186 -3.512 -2.443
C 3.589 -3.061 -2.132
C 1.777 -4.770 -2.014
C 0.512 -5.259 -2.302
C 0.048 -6.581 -1.752
C -0.324 -4.491 -3.099
C 0.046 -3.230 -3.550
C -0.886 -2.503 -4.486
C -0.204 1.909 4.307
C -1.293 1.414 5.039
C -1.172 0.161 5.860
C -2.520 2.050 4.934
C -2.700 3.176 4.137
C -4.058 3.813 4.001
C -1.595 3.690 3.479
C -0.342 3.084 3.564
C 0.829 3.737 2.873
H 6.972 -2.753 -0.537
H 7.636 -1.117 -0.646
H 6.283 -1.590 -1.670
H 5.287 -3.209 1.085
H 3.989 -3.706 3.006
H 2.451 -2.948 2.573
H 3.300 -2.423 4.019
H 4.675 2.316 2.747
H 3.321 2.311 1.624
H 4.957 2.617 1.026
H 5.989 0.842 -0.068
H 4.781 0.021 4.674
H 3.693 1.129 6.614
H 1.381 2.002 6.350
H 2.687 -2.177 -5.293
H 3.327 0.017 -6.259
H 2.538 2.097 -5.151
H 3.688 2.112 -2.562
H 3.156 2.117 -0.893
H 3.859 3.586 -1.590
H 1.896 4.919 -0.965
H 0.090 6.404 -0.597
H -1.502 5.641 -0.672
H -0.948 6.638 -2.010
H -1.793 4.196 -2.999
H -1.884 2.599 -4.737
H -1.596 1.132 -3.813
H -0.496 1.562 -5.127
H 3.902 -2.231 -2.764
H 4.290 -3.889 -2.271
H 3.662 -2.722 -1.100
H 2.465 -5.373 -1.429
H 0.892 -7.203 -1.451
H -0.541 -7.134 -2.488
H -0.583 -6.428 -0.872
H -1.303 -4.873 -3.374
H -0.968 -3.060 -5.424
H -0.544 -1.496 -4.715
H -1.881 -2.412 -4.051
H -0.310 0.183 6.528
H -1.052 -0.690 5.184
H -2.071 0.009 6.459
H -3.372 1.634 5.464
H -4.815 3.074 3.731
H -4.056 4.575 3.220
H -4.367 4.287 4.936
H -1.704 4.585 2.874
H 0.647 4.808 2.761
H 0.988 3.330 1.874
H 1.755 3.600 3.433
O -6.925 1.746 -6.955
C -6.377 1.410 -5.927
S -6.294 -0.253 -5.351
C -5.370 0.057 -3.889
C -5.036 1.337 -3.648
S -4.097 1.872 -2.284
S -5.562 2.525 -4.831
S -4.932 -1.291 -2.874
N -2.965 1.068 0.467
C -4.002 1.725 1.267
C -5.340 1.000 1.114
O -6.221 1.165 1.947
O -5.416 0.241 0.069
H -2.391 0.455 1.066
H -2.301 1.733 0.081
H -4.156 2.744 0.906
H -3.727 1.772 2.321
N -4.474 -5.594 2.260
C -4.259 -4.411 1.565
C -3.983 -4.416 0.200
C -3.792 -3.214 -0.448
N -3.873 -2.027 0.158
C -4.145 -2.028 1.464
C -4.342 -3.177 2.200
H -4.056 -6.412 1.847
H -4.316 -5.536 3.252
H -3.899 -5.344 -0.353
H -3.526 -3.195 -1.498
H -4.186 -1.069 1.960
H -4.539 -3.102 3.262
```

Spin multiplicity ... 3
Charge ... -2
Energy relative to the best compared isomer or geometry (same formula, charge and spin) ... 0.0 kcal per mole
Expectation value of S² ... 2.021
Molar mass ... 1299.84 g/mol
Frontier orbital gap (spin up / spin down) ... 0.21450 / 0.21521 Eh


No. 3
Computed, not measured: an isolated ion of composition C9H10NO3S and charge +1, with ωB97M-V with the def2-TZVPD basis set.

```
24
Properties=species:S:1:pos:R:3
C -1.073 -2.180 -2.920
C -0.734 -1.442 -1.736
C -0.627 -1.497 -3.985
C 0.110 -0.416 -1.955
C 0.592 0.437 -0.979
C 0.451 0.363 0.450
C -0.402 -0.261 1.434
C 2.052 1.868 -0.119
C -1.173 -0.091 3.728
N 1.093 1.626 0.973
O -1.217 -1.106 1.192
O 1.442 1.481 -1.359
O -0.214 0.221 2.676
S 0.395 -0.156 -3.664
H -1.687 -3.101 -2.919
H -1.091 -1.699 -0.710
H -1.037 -1.600 -4.945
H 2.247 2.945 -0.241
H 2.949 1.254 -0.050
H -1.911 0.598 3.708
H -0.516 -0.076 4.772
H -1.555 -1.127 3.595
H 0.326 2.258 1.181
H 1.580 1.702 1.873
```

Charge ... +1
Energy relative to the best compared isomer or geometry (same formula, charge and spin) ... 0.9 kcal per mole
SMILES ... COC(=O)C1=C(c2cccs2)OC[NH2+]1
Molar mass ... 212.25 g/mol
Frontier orbital gap ... 0.30260 Eh


No. 4
Computed, not measured: C7H14 as an isolated structure, with ωB97M-V with the def2-TZVPD basis set.

```
21
Properties=species:S:1:pos:R:3
C 3.039 -0.813 0.043
C 2.695 -1.961 0.112
C 0.784 2.242 -0.397
C 0.059 1.364 0.712
C -0.740 0.326 -0.183
C -1.627 -0.482 0.610
C -1.746 -1.746 -0.382
H 3.342 0.216 -0.076
H 1.984 -2.885 0.538
H 1.088 1.522 -1.430
H -0.006 3.142 -0.706
H 1.795 2.909 -0.030
H -0.640 1.909 1.441
H 0.804 0.855 1.256
H -1.379 0.789 -1.079
H 0.200 -0.199 -0.598
H -2.863 0.104 0.732
H -0.977 -1.093 1.435
H -0.902 -1.857 -1.176
H -1.989 -2.758 0.108
H -2.922 -1.584 -0.929
```

Charge ... 0
Energy relative to the best compared isomer or geometry (same formula, charge and spin) ... 177.9 kcal per mole
Molar mass ... 98.19 g/mol
Frontier orbital gap ... 0.40189 Eh


No. 5
Computed, not measured: C16H32N3O3PtSSi2 as an isolated structure, with ωB97M-V with the def2-TZVPD basis set.

```
58
Properties=species:S:1:pos:R:3
Pt 0.611 0.814 -0.527
N 2.809 1.074 -0.760
C 3.353 2.313 -0.217
C 2.329 3.460 -0.404
O 2.759 4.611 -0.395
O 1.126 3.082 -0.523
H 3.146 0.257 -0.265
H 3.005 1.000 -1.749
H 4.302 2.602 -0.671
H 3.512 2.199 0.856
C -1.644 3.572 -0.584
Si -2.536 1.922 -0.610
C -3.688 1.934 0.918
C -3.674 1.967 -2.141
N -1.465 0.564 -0.619
C -1.868 -0.744 -0.673
C -3.216 -1.139 -0.650
C -3.601 -2.467 -0.657
C -2.628 -3.453 -0.708
C -1.294 -3.090 -0.759
C -0.869 -1.750 -0.735
N 0.448 -1.363 -0.762
Si 1.738 -2.498 -0.745
C 3.506 -1.813 -0.740
C 1.722 -3.563 0.833
C 1.767 -3.616 -2.297
H -2.372 4.385 -0.637
H -0.959 3.667 -1.423
H -1.046 3.704 0.316
H -4.300 2.839 0.907
H -3.115 1.932 1.847
H -4.362 1.079 0.951
H -4.239 2.901 -2.177
H -4.391 1.147 -2.162
H -3.077 1.903 -3.053
H -3.977 -0.374 -0.609
H -4.651 -2.731 -0.616
H -2.912 -4.499 -0.703
H -0.552 -3.873 -0.822
H 3.723 -1.320 0.209
H 3.719 -1.139 -1.572
H 4.191 -2.658 -0.828
H 1.680 -2.891 1.693
H 2.623 -4.173 0.929
H 0.859 -4.225 0.888
H 1.753 -3.003 -3.200
H 0.913 -4.290 -2.351
H 2.674 -4.224 -2.321
C 1.618 1.866 3.674
S 1.298 1.054 2.039
C -0.294 0.363 2.597
O 2.256 -0.085 2.026
H 1.547 1.129 4.471
H 0.900 2.673 3.810
H 2.627 2.272 3.631
H -0.955 1.187 2.863
H -0.121 -0.297 3.446
H -0.711 -0.193 1.761
```

Charge ... -1
Energy relative to the best compared isomer or geometry (same formula, charge and spin) ... 15.2 kcal per mole
Molar mass ... 597.77 g/mol
Frontier orbital gap ... 0.22401 Eh


No. 6
Computed, not measured: a 15-piece molecular cluster, C3H38N2O14 overall, with ωB97M-V with the def2-TZVPD basis set.

```
57
Properties=species:S:1:pos:R:3
N 1.697 1.269 0.953
C 0.926 0.386 0.033
C -0.300 -0.116 0.797
N -1.293 -0.737 -0.160
C -2.455 -1.279 0.591
H 2.199 1.949 0.438
H 2.409 0.705 1.460
H 0.552 0.986 -0.865
H 1.544 -0.465 -0.386
H 0.055 -0.890 1.584
H -0.778 0.689 1.336
H -0.851 -1.440 -0.712
H -2.179 -2.138 1.214
H -2.927 -0.523 1.295
H -3.252 -1.607 -0.189
H 2.361 -1.442 2.507
H 2.707 -1.604 1.042
O 3.024 -1.210 1.871
H -0.325 1.025 -2.579
H 0.122 0.651 -4.116
O 0.479 0.716 -3.185
H 0.766 1.127 2.925
H -0.664 1.075 3.514
O 0.250 0.790 3.705
H 0.173 -2.805 2.326
H 0.539 -3.169 0.854
O -0.199 -3.175 1.491
H -1.857 -0.045 -2.875
H -1.237 -1.398 -3.212
O -1.822 -0.754 -3.549
H 3.575 -0.079 -2.543
H 2.032 0.058 -2.725
O 2.752 -0.604 -2.549
H 0.540 -0.893 -2.721
H 0.725 -2.336 -3.205
O 0.375 -1.865 -2.453
H -2.286 1.560 -2.184
H -1.641 0.114 -0.940
O -1.573 1.196 -1.743
H 0.680 -0.849 3.603
H 1.101 -2.155 4.367
O 0.947 -1.772 3.506
H -2.491 1.871 2.203
H -3.040 1.352 3.502
O -2.245 1.545 3.057
H 1.506 2.558 -2.361
H 0.986 3.338 -1.229
O 1.823 3.033 -1.627
H 0.029 2.796 0.362
H -0.817 2.473 -0.945
O -0.524 3.205 -0.327
H -2.605 1.664 -0.056
H -2.255 3.095 0.418
O -2.877 2.392 0.600
H 2.571 -3.159 -0.632
H 1.310 -2.362 -1.153
O 1.737 -2.750 -0.331
```

Charge ... 0
Energy relative to the best compared isomer or geometry (same formula, charge and spin) ... 0.0 kcal per mole
Molar mass ... 326.34 g/mol
Frontier orbital gap ... 0.36958 Eh


No. 7
Computed, not measured: C11H30LaN7O6P2S as an isolated structure, with ωB97M-V with the def2-TZVPD basis set.

```
58
Properties=species:S:1:pos:R:3
La 0.282 0.048 0.196
N -3.213 3.031 -0.813
C -1.945 2.844 -0.066
C -1.611 4.078 0.738
P -2.241 1.441 1.136
O -2.521 0.125 0.118
O -3.477 1.728 1.861
O -0.924 1.087 1.775
P -0.585 2.358 -1.215
O -0.684 3.557 -2.257
O -0.967 1.034 -1.828
O 0.719 2.280 -0.473
H -3.992 3.028 -0.129
H -3.324 2.253 -1.477
H -3.219 3.915 -1.342
H -2.361 4.248 1.510
H -1.520 4.961 0.107
H -0.653 3.931 1.235
H -3.402 -0.197 0.349
H 0.144 3.822 -2.662
C 1.892 1.794 2.609
N 2.181 0.602 1.783
C 3.414 0.894 1.025
C 2.390 -0.566 2.672
C 1.066 -1.228 3.072
N 0.325 -1.822 1.926
C -1.024 -2.179 2.416
C 0.994 -3.068 1.495
H 2.740 2.004 3.273
H 0.994 1.642 3.208
H 1.739 2.659 1.962
H 4.241 1.140 1.701
H 3.237 1.750 0.370
H 3.716 0.040 0.413
H 2.899 -0.254 3.595
H 3.030 -1.291 2.162
H 0.414 -0.475 3.526
H 1.265 -2.006 3.824
H -0.964 -2.849 3.280
H -1.587 -2.684 1.630
H -1.564 -1.281 2.720
H 1.186 -3.734 2.345
H 1.945 -2.856 1.006
H 0.357 -3.605 0.791
C -1.198 -3.315 -4.612
C -0.012 -2.554 -4.181
N 1.066 -2.410 -4.872
N 1.943 -1.744 -4.107
C 1.434 -1.465 -2.898
S 2.238 -0.766 -1.614
N 0.157 -1.966 -2.930
N -0.761 -1.838 -1.883
H -1.033 -3.638 -5.637
H -2.115 -2.731 -4.559
H -1.312 -4.205 -3.993
H 2.874 -1.545 -4.442
H -1.124 -2.764 -1.637
H -1.550 -1.259 -2.204
```

Charge ... +2
Energy relative to the best compared isomer or geometry (same formula, charge and spin) ... 14.7 kcal per mole
Molar mass ... 589.33 g/mol
Frontier orbital gap ... 0.33916 Eh


No. 8
Computed, not measured: C40H33N2O2P2PdS3Se as an isolated structure, with ωB97M-V with the def2-TZVPD basis set.

```
84
Properties=species:S:1:pos:R:3
Pd -0.333 0.984 -0.439
S -2.258 -0.956 -0.328
P -1.401 -1.148 1.498
C -0.208 0.096 1.492
P 1.522 0.104 1.709
S 2.197 1.150 0.123
C 2.408 -1.479 1.839
C 3.040 -1.837 3.027
C 3.716 -3.045 3.102
C 3.747 -3.897 2.011
C 3.116 -3.538 0.827
C 2.457 -2.324 0.737
C 1.865 0.995 3.249
C 2.934 1.880 3.321
C 3.167 2.577 4.497
C 2.338 2.387 5.593
C 1.274 1.498 5.521
C 1.030 0.804 4.347
C -2.644 -0.767 2.752
C -2.832 0.570 3.095
C -3.822 0.907 4.002
C -4.629 -0.084 4.548
C -4.452 -1.413 4.188
C -3.460 -1.763 3.285
C -0.871 -2.844 1.824
C -0.491 -3.172 3.124
C -0.114 -4.472 3.416
C -0.116 -5.436 2.417
C -0.476 -5.101 1.122
C -0.852 -3.802 0.817
H 3.013 -1.169 3.878
H 4.219 -3.323 4.019
H 4.273 -4.840 2.077
H 3.141 -4.204 -0.026
H 1.993 -2.025 -0.191
H 3.568 2.022 2.455
H 3.994 3.271 4.565
H 2.515 2.940 6.505
H 0.631 1.347 6.378
H 0.186 0.128 4.275
H -2.200 1.326 2.646
H -3.969 1.942 4.279
H -5.408 0.181 5.250
H -5.093 -2.177 4.606
H -3.321 -2.796 2.995
H -0.497 -2.416 3.900
H 0.175 -4.729 4.427
H 0.166 -6.453 2.656
H -0.473 -5.856 0.347
H -1.140 -3.532 -0.191
C -2.539 2.355 -3.189
N -1.239 2.901 -2.854
C -0.743 2.917 -1.590
Se -1.824 2.797 -0.029
N 0.442 3.583 -1.634
C 0.700 4.007 -2.917
C 1.751 4.735 -3.461
C 1.696 4.994 -4.817
C 0.630 4.541 -5.606
C -0.420 3.824 -5.065
C -0.376 3.569 -3.699
H -2.677 1.406 -2.673
H -2.599 2.196 -4.263
H -3.327 3.039 -2.872
H 1.028 3.733 -0.826
H 2.566 5.088 -2.845
H 2.490 5.561 -5.282
H 0.626 4.759 -6.666
H -1.235 3.477 -5.686
O 0.306 0.587 -7.854
C -0.753 0.060 -7.214
O -1.793 -0.098 -7.782
C -0.583 -0.277 -5.761
C 0.403 0.298 -4.963
C 0.436 0.046 -3.604
C -0.468 -0.866 -3.050
S -0.268 -1.330 -1.385
C -1.427 -1.487 -3.857
C -1.505 -1.158 -5.195
H 1.112 0.562 -7.328
H 1.141 0.970 -5.379
H 1.190 0.499 -2.970
H -2.104 -2.207 -3.418
H -2.264 -1.593 -5.831
```

Charge ... +1
Energy relative to the best compared isomer or geometry (same formula, charge and spin) ... 110.4 kcal per mole
Molar mass ... 917.25 g/mol
Frontier orbital gap (spin up / spin down) ... 0.19860 / 0.19646 Eh


- The highest energy relative to the best compared isomer or geometry (same formula, charge and spin) belongs to which entry?
  C7H14


- Which value of energy relative to the best compared isomer or geometry (same formula, charge and spin) does entry 6 give?
  0.0 kcal per mole


- Which formula does entry 7 have?
  C11H30LaN7O6P2S